1.
The following is a quantum chemistry calculation of C53H20F18GeN2PS3Ti as an isolated structure in a non-equilibrium geometry, from the Open Molecules 2025 dataset.

energy above the lowest of the compared OMol25 structures with the same formula, charge and spin	105.1	kJ/mol
HOMO energy	-0.20450	Ha
molecular weight	1274.4	g/mol
largest force on an atom	1.2	eV/A
frontier orbital gap	6.624	eV
electronic energy	-8401.14475	Ha
charge	-1
LUMO level	1.06	eV

Atoms and positions in Å:
Ti -0.82 2.59 -0.41
S -2.76 4.08 -0.28
C -3.95 3.01 0.38
C -5.04 3.50 1.10
C -5.99 2.64 1.63
C -7.13 3.18 2.33
N -8.05 3.62 2.87
C -5.85 1.25 1.45
C -4.78 0.76 0.72
C -3.84 1.62 0.16
S -2.55 1.00 -0.82
C -6.81 0.34 2.02
N -7.57 -0.39 2.48
H -5.13 4.57 1.26
H -4.66 -0.31 0.59
C 6.26 2.85 -1.25
C 5.46 2.97 -0.12
C 4.10 2.69 -0.20
C 3.53 2.31 -1.42
C 4.34 2.20 -2.55
C 5.70 2.46 -2.46
P 1.72 2.10 -1.41
C 1.32 0.98 -2.81
C 0.08 1.11 -3.43
C -0.32 0.23 -4.43
C 0.54 -0.78 -4.84
C 1.77 -0.92 -4.23
C 2.15 -0.07 -3.20
C 1.23 3.74 -2.07
C 2.05 4.64 -2.75
C 1.55 5.88 -3.09
C 0.24 6.22 -2.77
C -0.57 5.32 -2.09
C -0.09 4.06 -1.70
H 7.33 3.05 -1.18
H 5.89 3.27 0.83
H 3.48 2.75 0.68
H 3.91 1.94 -3.50
H 6.32 2.37 -3.34
H -0.57 1.92 -3.18
H -1.30 0.35 -4.88
H 0.24 -1.46 -5.63
H 2.44 -1.71 -4.54
H 3.10 -0.23 -2.70
H 3.07 4.37 -2.99
H 2.19 6.60 -3.60
H -0.15 7.19 -3.05
H -1.58 5.62 -1.85
F 1.34 -2.29 3.01
C 0.42 -3.23 2.73
C -0.03 -3.40 1.43
C -0.97 -4.40 1.25
F -1.44 -4.72 0.04
C -1.45 -5.17 2.29
F -2.35 -6.13 2.08
C -0.98 -4.96 3.57
F -1.42 -5.70 4.58
C -0.03 -3.98 3.79
F 0.43 -3.77 5.03
Ge 0.73 -2.12 0.08
S 0.18 -0.15 0.57
C 0.17 -2.79 -1.72
C -1.18 -2.65 -2.04
F -2.01 -2.07 -1.17
C -1.72 -3.10 -3.22
F -3.02 -2.96 -3.49
C -0.89 -3.71 -4.14
F -1.39 -4.14 -5.29
C 0.45 -3.84 -3.88
F 1.25 -4.39 -4.80
C 0.96 -3.39 -2.68
F 2.28 -3.53 -2.53
C 2.66 -2.67 0.23
C 3.71 -1.77 0.34
F 3.49 -0.45 0.34
C 5.02 -2.17 0.45
F 6.00 -1.28 0.56
C 5.32 -3.51 0.45
F 6.59 -3.91 0.56
C 4.31 -4.44 0.34
F 4.61 -5.74 0.32
C 3.01 -4.01 0.23
F 2.08 -4.96 0.07
F -2.60 -2.34 6.18
C -3.37 -1.26 5.97
F -4.54 -1.68 5.45
F -3.65 -0.73 7.19
C -2.71 -0.26 5.07
C -3.48 0.74 4.50
C -2.89 1.65 3.65
C -1.53 1.55 3.34
C -0.76 0.56 3.95
C -1.35 -0.34 4.82
C -0.94 2.41 2.34
C -0.39 3.09 1.48
H -4.54 0.80 4.72
H -3.48 2.45 3.20
H 0.30 0.49 3.71
H -0.75 -1.11 5.30



2.
The following is a quantum chemistry calculation of C5H11N3O4 as an isolated structure in a non-equilibrium geometry, from the Open Molecules 2025 dataset.

energy above the lowest of the compared OMol25 structures with the same formula, charge and spin	254.1	kJ/mol
HOMO energy	-0.36110	Ha
molecular weight	177.2	g/mol
largest force on an atom	4.0	eV/A
frontier orbital gap	10.612	eV
electronic energy	-662.16809	Ha
charge	0
LUMO level	0.79	eV

Atoms and positions in Å:
C -0.75 0.29 2.15
C -1.28 1.23 1.02
C 0.92 -0.33 0.67
C -0.18 -1.40 -1.97
C 0.39 -2.15 -0.81
N 0.68 0.22 1.92
N -0.33 0.98 -0.06
N 0.08 1.91 -0.77
O -0.25 3.03 -0.68
O 1.02 1.57 -1.71
O 1.95 -0.12 0.09
O 0.20 -1.39 0.47
H -0.94 0.76 3.13
H -0.96 -0.70 1.84
H -2.25 0.81 0.70
H -1.29 2.34 1.27
H -1.14 -0.88 -1.74
H 0.43 -0.49 -2.20
H -0.55 -2.03 -2.79
H 1.50 -2.47 -0.77
H -0.18 -3.12 -0.60
H 1.26 1.04 2.04
H 1.66 0.91 -1.20



3.
The following is a quantum chemistry calculation of C35H58GeN11ORuS2Si3 as an isolated structure in a non-equilibrium geometry, from the Open Molecules 2025 dataset.

HOMO energy (spin up / spin down)	-0.34673 / -0.34871	Ha
molecular weight	971.0	g/mol
largest force on an atom	2.3	eV/A
frontier orbital gap (spin up / spin down)	4.388 / 4.522	eV
electronic energy	-5882.46894	Ha
charge	+1
LUMO level (spin up / spin down)	-5.05 / -4.97	eV

Atoms and positions in Å:
Ru -0.86 0.47 0.29
C -6.18 0.10 4.62
C -4.81 0.05 4.01
C -3.72 0.63 4.66
C -2.47 0.62 4.08
C -2.25 0.01 2.83
N -1.00 0.12 2.23
C 0.11 0.08 3.08
C 0.18 -0.87 4.11
C 1.28 -0.95 4.93
C 2.36 -0.08 4.77
C 3.60 -0.23 5.59
C 2.28 0.88 3.78
C 1.18 0.97 2.94
N 1.14 2.04 2.01
C 1.67 3.27 2.18
C 1.42 4.00 1.05
C 0.71 3.12 0.22
N 0.56 1.94 0.79
C -3.35 -0.58 2.19
C -4.60 -0.54 2.78
N -3.22 -1.29 0.96
C -3.99 -2.32 0.56
C -3.61 -2.67 -0.70
C -2.57 -1.80 -1.01
N -2.34 -0.96 -0.01
H -6.14 -0.06 5.70
H -6.84 -0.65 4.19
H -6.64 1.08 4.46
H -3.86 1.13 5.61
H -1.65 1.12 4.56
H -0.64 -1.56 4.22
H 1.31 -1.71 5.70
H 3.39 -0.65 6.58
H 4.11 0.73 5.73
H 4.29 -0.90 5.09
H 3.11 1.56 3.63
H 2.15 3.54 3.11
H 1.68 5.02 0.85
H 0.29 3.29 -0.75
H -5.45 -0.97 2.25
H -4.74 -2.74 1.22
H -4.01 -3.46 -1.31
H -1.98 -1.72 -1.90
C 6.35 -0.83 0.92
C 5.30 0.27 0.85
S 3.61 -0.32 1.09
O 3.63 -1.37 2.15
C 3.41 -1.18 -0.49
C 2.16 -2.03 -0.43
H 7.33 -0.39 1.11
H 6.41 -1.40 0.00
H 6.11 -1.51 1.74
H 5.30 0.80 -0.11
H 5.44 1.01 1.63
H 4.29 -1.81 -0.65
H 3.37 -0.40 -1.25
H 2.24 -2.73 0.40
H 2.01 -2.59 -1.34
H 1.26 -1.42 -0.25
C 2.20 -1.25 -3.93
Si 0.33 -1.20 -3.66
C -0.44 -1.03 -5.37
C -0.15 -2.92 -3.04
Ge -0.33 0.69 -2.25
Si -2.53 1.68 -2.87
C -2.65 3.48 -2.38
C -2.56 1.57 -4.74
C -4.01 0.76 -2.20
Si 1.20 2.34 -3.24
C 2.88 2.14 -2.40
C 0.70 4.17 -3.08
C 1.45 2.12 -5.09
H 2.39 -1.93 -4.76
H 2.75 -1.63 -3.07
H 2.63 -0.29 -4.19
H 0.09 -1.73 -6.04
H -0.35 -0.03 -5.80
H -1.49 -1.31 -5.37
H 0.53 -3.64 -3.49
H -1.16 -3.19 -3.36
H -0.10 -3.05 -1.96
H -2.08 4.13 -3.05
H -2.37 3.68 -1.35
H -3.71 3.74 -2.50
H -1.63 1.87 -5.21
H -3.34 2.26 -5.08
H -2.81 0.57 -5.09
H -4.02 0.76 -1.11
H -4.09 -0.26 -2.56
H -4.90 1.30 -2.54
H 2.80 2.09 -1.31
H 3.52 3.00 -2.65
H 3.39 1.24 -2.75
H -0.03 4.41 -2.31
H 0.28 4.51 -4.03
H 1.60 4.76 -2.88
H 1.91 1.17 -5.38
H 2.12 2.92 -5.41
H 0.52 2.23 -5.66
N -0.26 -6.10 0.42
N -0.06 -4.90 1.08
N 0.91 -4.74 1.94
C 0.78 -3.45 2.22
N -0.23 -2.88 1.55
N -0.76 -3.84 0.81
H 0.09 -6.83 1.02
H -1.26 -6.20 0.28
H 1.45 -2.92 2.88
S -2.68 3.96 2.16
C -2.41 2.76 1.16
N -2.20 1.89 0.38



4.
The following is a quantum chemistry calculation of one molecule with the formula C19H20N2O2, from the Open Molecules 2025 dataset.

energy above the lowest of the compared OMol25 structures with the same formula, charge and spin	21.8	kJ/mol
HOMO energy	-0.33229	Ha
molecular weight	308.4	g/mol
largest force on an atom	0.5	eV/A
frontier orbital gap	9.690	eV
electronic energy	-996.06189	Ha
SMILES	O=C(Cc1ccccc1)NCC(=O)N1CCc2ccccc2C1
charge	0
LUMO level	0.65	eV

Atoms and positions in Å:
O -4.07 -0.68 0.82
C -2.87 -0.84 0.88
C -2.19 -2.20 0.90
C -1.01 -2.24 -0.03
C -1.15 -1.83 -1.35
C -0.07 -1.86 -2.21
C 1.16 -2.32 -1.77
C 1.31 -2.72 -0.46
C 0.24 -2.68 0.41
N -1.99 0.19 0.97
C -2.38 1.56 0.72
C -1.54 2.14 -0.41
O -2.01 2.35 -1.51
N -0.24 2.38 -0.13
C 0.67 2.73 -1.20
C 1.53 1.52 -1.55
C 2.11 0.88 -0.32
C 3.18 0.00 -0.43
C 3.69 -0.64 0.68
C 3.14 -0.40 1.93
C 2.08 0.48 2.05
C 1.57 1.13 0.94
C 0.46 2.14 1.11
H -2.94 -2.94 0.60
H -1.89 -2.43 1.92
H -2.11 -1.49 -1.70
H -0.20 -1.54 -3.24
H 2.00 -2.35 -2.45
H 2.27 -3.08 -0.11
H 0.36 -3.00 1.44
H -1.01 -0.03 0.91
H -3.43 1.54 0.40
H -2.31 2.17 1.63
H 1.30 3.56 -0.87
H 0.08 3.05 -2.06
H 0.90 0.78 -2.06
H 2.32 1.80 -2.24
H 3.61 -0.19 -1.40
H 4.53 -1.31 0.58
H 3.53 -0.90 2.80
H 1.65 0.67 3.03
H 0.91 3.09 1.44
H -0.22 1.82 1.90